14
Properties=species:S:1:pos:R:3:forces:R:3 method="wB97M-V/def2-TZVPD" smiles=C[C@H]1[C@@H](O)[C@H]1O orbital_gap_ev=10.32 e_tot_ha=-307.592832 largest_force_ev_per_a=3.05 de_lowest_kcal_mol=75.05
C -1.205 0.736 -0.291 -0.20 0.27 -0.57
C -0.520 -0.010 0.833 0.51 0.58 -0.73
C 0.507 -1.033 0.451 0.44 0.17 0.08
O 0.501 -1.606 -0.828 -0.12 -0.09 -0.16
C 0.941 0.403 0.512 1.36 0.10 -0.57
O 1.264 1.025 -0.792 0.61 -1.06 1.56
H -1.676 1.617 0.154 -0.29 -0.17 -0.21
H -0.314 1.125 -0.941 -2.94 -0.50 0.61
H -1.916 0.142 -0.865 -0.25 0.17 -0.04
H -0.962 -0.138 1.852 0.66 0.72 -0.96
H 0.900 -1.694 1.223 -0.26 0.09 -0.09
H -0.418 -1.761 -1.084 0.22 0.02 0.04
H 1.576 0.891 1.227 0.31 -0.52 0.41
H 1.322 0.303 -1.453 -0.04 0.21 0.64



9
Properties=species:S:1:pos:R:3:forces:R:3 method="wB97M-V/def2-TZVPD" multiplicity=2 total_charge=+1 orbital_gap_ev="12.48 / 4.40" e_tot_ha=-228.895012 largest_force_ev_per_a=2.71 de_lowest_kcal_mol=10.13
O -0.604 1.829 2.051 -0.82 1.45 0.38
H -0.041 1.471 2.737 0.83 -0.37 1.41
H -0.585 1.170 1.357 -0.08 -1.50 -2.25
O -0.912 -0.292 0.044 -0.77 0.63 1.52
H -0.072 -0.444 -0.390 1.61 -0.45 -0.74
H -1.541 -0.213 -0.673 -0.63 0.15 -0.30
O 1.350 -1.054 -1.350 -0.47 0.38 0.51
H 1.100 -1.936 -1.625 0.08 -0.51 -0.09
H 1.305 -0.531 -2.150 0.25 0.21 -0.43



23
Properties=species:S:1:pos:R:3:forces:R:3 method="wB97M-V/def2-TZVPD" smiles="CCC(O)O.CC=O.O" orbital_gap_ev=11.03 e_tot_ha=-499.848827 largest_force_ev_per_a=2.13 de_lowest_kcal_mol=29.33
C -1.364 -0.532 -0.049 -0.09 0.45 -0.09
C -2.265 0.696 0.106 0.06 -0.31 -0.17
C -3.365 0.727 -0.949 0.09 0.01 0.12
O -0.334 -0.508 0.925 0.63 1.12 -0.15
O -2.056 -1.734 0.082 -0.01 -0.10 0.10
H -2.382 -1.788 0.989 0.00 0.02 -0.03
H 0.924 -1.364 0.520 1.66 -0.76 -0.30
H -0.928 -0.557 -1.057 -0.06 0.00 0.08
H -2.699 0.678 1.110 0.07 0.00 0.04
H -1.640 1.589 0.030 0.02 0.01 0.05
H -3.981 -0.169 -0.885 -0.04 0.01 -0.02
H -4.001 1.600 -0.814 -0.04 0.01 -0.05
H -2.934 0.767 -1.949 -0.02 0.02 -0.08
C 2.621 0.554 0.586 0.16 1.99 0.73
C 3.698 0.608 -0.441 -0.29 -0.67 -0.46
O 1.563 1.178 0.484 0.73 -0.69 -0.32
O 1.902 -1.637 0.265 -1.47 0.38 0.09
H 0.265 0.326 0.799 -1.13 -1.19 0.38
H 2.106 -2.452 0.727 -0.08 -0.12 0.11
H 2.958 0.230 1.586 -0.30 -0.42 -0.20
H 4.004 -0.417 -0.653 0.12 0.01 -0.01
H 3.343 1.063 -1.362 -0.01 0.10 0.04
H 4.564 1.141 -0.052 -0.01 0.12 0.14



68
Properties=species:S:1:pos:R:3:forces:R:3 method="wB97M-V/def2-TZVPD" smiles="NC(N)=O.NC(N)=O.NC(N)=O.NC(N)=O.CO.CO.CO.CO.CO.CO" orbital_gap_ev=8.74 e_tot_ha=-1595.234544 largest_force_ev_per_a=10.73 de_lowest_kcal_mol=180.14
C 1.108 -0.207 0.076 8.61 3.30 0.42
O 2.441 0.238 0.146 -6.37 -2.10 -1.25
N 0.555 -0.617 1.149 -2.19 -1.99 2.98
N 0.324 -0.122 -0.970 -0.41 1.11 -4.39
H 1.208 -0.725 1.931 -0.20 0.35 0.41
H -0.466 -0.872 1.273 1.98 -0.13 -0.42
H 0.706 0.345 -1.845 -0.52 -0.92 1.35
H -0.634 -0.590 -0.945 1.90 0.07 -0.27
C -2.403 -1.789 0.191 -3.68 -7.83 -0.17
O -2.874 -3.048 0.153 2.50 5.95 0.23
N -2.107 -1.047 -0.830 -0.31 0.40 -5.68
N -2.125 -1.133 1.278 -1.81 0.21 7.53
H -2.194 -1.508 -1.757 -0.30 0.53 0.94
H -2.130 0.001 -0.834 -1.14 -1.26 0.04
H -2.563 -1.521 2.198 1.15 0.49 -2.44
H -2.113 -0.106 1.363 -0.37 -0.70 -0.66
C -2.192 2.092 0.430 -5.67 6.32 2.36
O -3.183 3.069 0.444 5.07 -5.18 -0.05
N -1.707 1.635 1.596 -0.02 -0.40 0.68
N -1.728 1.607 -0.680 0.90 1.44 -3.24
H -2.276 1.889 2.365 -0.19 0.49 0.76
H -0.826 1.157 1.771 0.11 0.40 -0.43
H -1.865 2.378 -1.382 0.28 -1.62 0.33
H -0.855 1.017 -0.697 0.01 1.40 -0.03
C 0.562 0.500 3.971 7.10 -6.04 -5.31
O 1.751 0.056 3.274 -4.81 2.53 4.57
N 0.325 1.674 4.231 0.29 7.47 1.52
N -0.400 -0.297 4.192 -4.21 -2.20 1.05
H 1.126 2.234 4.152 0.85 1.62 -0.40
H -0.505 2.135 4.555 -0.16 -0.51 0.24
H -0.398 -1.215 3.893 0.28 -2.30 -0.87
H -1.352 0.001 4.390 0.63 0.35 0.35
C 0.956 -3.036 3.972 1.91 -3.22 0.57
O -0.333 -2.931 3.550 -2.87 0.04 -1.22
H 1.581 -3.280 3.106 0.62 1.01 0.32
H 1.077 -3.952 4.599 -0.12 0.38 -0.05
H 1.201 -2.229 4.623 0.61 0.83 -0.21
H -0.505 -3.529 2.800 0.05 0.40 0.50
C 1.418 3.333 1.290 -1.05 -0.96 0.72
O 2.088 3.276 2.553 -0.80 0.74 -0.23
H 0.475 3.896 1.262 0.68 0.83 0.63
H 1.014 2.377 0.999 0.34 -0.99 0.04
H 2.086 3.590 0.518 0.77 0.74 -0.90
H 2.497 2.414 2.628 0.28 -0.59 -0.30
C -1.524 0.986 -4.330 0.58 -3.51 1.40
O -2.841 0.541 -4.264 0.27 -1.00 0.15
H -1.218 1.413 -5.210 0.54 0.75 -2.63
H -0.896 0.110 -4.076 -0.06 0.29 -0.65
H -1.278 1.634 -3.579 0.29 2.12 2.20
H -3.333 1.293 -4.499 -1.69 1.26 -0.43
C 1.571 2.930 -2.345 1.91 -0.40 0.89
O 1.227 1.853 -3.159 -0.65 -0.85 -0.26
H 0.998 3.107 -1.479 -1.29 -0.40 1.16
H 1.456 3.763 -2.936 0.19 2.46 -1.03
H 2.598 2.846 -1.987 0.08 -0.08 -0.19
H 0.874 2.313 -3.921 -0.15 -0.78 -0.45
C 1.184 -3.661 -0.460 -1.50 -0.27 -0.23
O 0.395 -3.129 -1.516 -0.71 0.57 -0.04
H 1.076 -4.742 -0.450 -0.13 -0.02 0.06
H 0.870 -3.219 0.478 0.06 -0.16 0.41
H 2.169 -3.410 -0.669 2.13 0.34 0.03
H 0.246 -2.194 -1.285 0.31 -0.69 -0.39
C 1.895 -1.437 -4.129 0.33 -0.67 0.44
O 1.017 -2.045 -5.023 -0.44 -0.06 -0.58
H 2.366 -0.621 -4.563 0.82 1.63 -1.24
H 2.692 -2.096 -3.824 0.17 -0.49 0.44
H 1.381 -1.034 -3.290 -0.33 0.07 0.98
H 0.311 -2.363 -4.470 -0.50 -0.57 -0.04



144
Properties=species:S:1:pos:R:3:forces:R:3 method="wB97M-V/def2-TZVPD" total_charge=+1 orbital_gap_ev=6.47 e_tot_ha=-4361.160102 largest_force_ev_per_a=2.61
C 3.631 2.572 -1.287 -0.56 0.33 -0.12
N 2.524 1.773 -1.878 -0.12 0.09 0.70
C 1.760 1.084 -0.832 -0.09 0.49 0.14
C 0.854 -0.053 -1.461 0.32 0.30 -0.26
N 1.705 -0.802 -2.376 -1.01 -0.22 -0.07
C 1.091 -1.767 -3.261 -0.22 -0.67 -0.15
C 0.492 -1.343 -4.592 0.04 0.07 0.47
O 1.096 -2.939 -2.989 0.43 0.01 -0.07
C 2.944 -1.335 -1.785 0.81 -0.40 0.00
C 2.987 -2.444 -0.762 -0.27 0.43 0.06
O 3.976 -0.868 -2.174 -0.16 0.26 -0.14
C -0.211 0.829 -2.124 -0.41 0.10 -1.27
C -0.185 1.525 -3.478 0.73 -0.03 0.41
O -1.252 1.109 -4.287 -0.08 0.38 -0.43
O -2.443 1.804 -3.913 -0.17 -0.25 0.73
N -1.230 0.994 -1.370 1.13 -0.17 1.24
C -0.961 0.409 -0.031 -1.29 -0.35 -0.43
C -0.047 -0.800 -0.390 -1.29 2.06 0.95
S -1.224 -2.090 -0.948 0.26 -1.15 0.05
C 0.531 -1.263 0.973 -0.47 -0.84 -0.75
C -0.497 -1.349 2.133 0.60 0.27 0.57
C -0.382 -0.172 3.154 -0.04 -1.02 -0.46
I -0.119 -0.976 5.147 -0.11 0.39 -0.33
H 3.240 3.554 -0.993 0.25 -0.01 0.17
H 4.406 2.736 -2.032 0.13 -0.18 0.10
H 4.028 2.098 -0.393 0.18 -0.16 -0.17
H 1.876 2.483 -2.200 0.09 -0.04 -0.37
H 2.401 0.687 -0.045 0.19 -0.22 -0.28
H 1.136 1.843 -0.337 -0.10 -0.40 0.29
H 0.737 -2.125 -5.307 0.10 0.00 0.03
H 0.842 -0.383 -4.953 -0.05 -0.09 -0.06
H -0.596 -1.366 -4.496 0.00 0.22 -0.07
H 3.943 -2.946 -0.867 -0.20 0.03 -0.16
H 2.167 -3.154 -0.814 -0.03 0.12 -0.07
H 3.013 -1.967 0.223 -0.05 -0.10 0.01
H 0.757 1.293 -3.973 -0.17 -0.14 -0.13
H -0.181 2.616 -3.350 -0.10 -0.07 0.16
H -2.259 2.753 -4.020 0.22 -0.04 -0.47
H -2.073 1.506 -1.599 0.12 0.26 -0.25
H -1.937 0.146 0.370 0.22 -0.29 0.25
H -0.508 1.141 0.636 0.09 0.13 -0.26
H -1.776 -1.706 -2.121 0.43 0.51 0.19
H 1.358 -0.607 1.244 0.06 -0.11 0.06
H 0.895 -2.279 0.827 0.33 0.17 0.03
H -0.238 -2.250 2.685 -0.11 -0.11 -0.16
H -1.517 -1.501 1.784 -0.02 0.10 -0.03
H 0.527 0.380 2.926 -0.13 0.31 0.28
H -1.265 0.459 3.157 0.14 0.19 0.17
F -7.113 -1.569 0.282 0.00 0.01 0.04
C -6.555 -1.584 -0.940 0.08 -0.02 -0.19
C -5.529 -0.703 -1.216 0.15 0.14 0.11
C -4.951 -0.720 -2.479 -0.04 -0.15 -0.01
C -5.405 -1.609 -3.445 0.05 -0.01 -0.02
C -6.443 -2.484 -3.145 0.11 0.11 0.06
C -7.022 -2.476 -1.885 -0.13 -0.13 0.00
H -5.194 -0.016 -0.449 -0.05 -0.01 0.02
H -4.141 -0.038 -2.710 -0.04 0.04 -0.05
H -4.953 -1.620 -4.428 -0.02 0.00 0.00
H -6.804 -3.175 -3.895 0.00 -0.02 0.01
H -7.825 -3.155 -1.631 0.01 0.01 0.02
F -6.339 -6.165 -2.295 -0.03 0.03 0.01
C -5.151 -6.294 -2.918 0.20 -0.03 -0.12
C -4.090 -5.514 -2.504 0.00 0.18 0.16
C -2.868 -5.649 -3.146 -0.06 -0.05 -0.09
C -2.724 -6.551 -4.193 0.04 0.01 -0.03
C -3.805 -7.324 -4.594 0.04 0.10 0.08
C -5.030 -7.200 -3.953 -0.13 -0.09 -0.06
H -4.226 -4.812 -1.691 -0.04 -0.02 0.01
H -2.025 -5.047 -2.831 0.01 -0.01 0.02
H -1.770 -6.650 -4.694 0.00 -0.01 0.01
H -3.697 -8.025 -5.411 -0.01 -0.02 0.01
H -5.882 -7.798 -4.247 -0.01 0.02 0.02
F 0.655 5.069 -3.635 -0.05 -0.07 0.03
C 1.821 5.341 -4.285 0.27 0.08 -0.17
C 1.935 6.505 -5.015 -0.22 0.13 0.02
C 3.132 6.763 -5.669 0.08 -0.17 0.06
C 4.183 5.857 -5.590 0.00 0.04 -0.01
C 4.043 4.691 -4.852 -0.02 0.12 -0.05
C 2.853 4.433 -4.189 -0.10 -0.11 0.08
H 1.102 7.193 -5.069 0.01 -0.01 0.02
H 3.243 7.673 -6.242 -0.02 0.00 0.00
H 5.112 6.063 -6.106 0.00 0.00 0.00
H 4.859 3.982 -4.791 -0.01 -0.01 0.02
H 2.717 3.538 -3.602 0.09 -0.07 -0.10
F 5.033 -4.360 0.063 0.24 -0.20 0.12
C 6.378 -4.229 -0.082 0.30 0.05 -0.05
C 7.189 -5.309 0.198 -0.12 -0.18 0.06
C 8.561 -5.171 0.041 -0.01 0.16 -0.04
C 9.097 -3.962 -0.383 0.03 -0.02 0.00
C 8.262 -2.887 -0.656 0.04 -0.11 0.02
C 6.888 -3.019 -0.509 -0.19 0.11 -0.02
H 6.750 -6.240 0.532 -0.02 0.02 -0.02
H 9.211 -6.009 0.250 -0.01 -0.01 0.02
H 10.167 -3.859 -0.501 0.00 0.00 0.00
H 8.677 -1.944 -0.984 -0.03 0.01 -0.02
H 6.220 -2.194 -0.727 0.01 0.00 -0.01
F 8.242 0.278 -2.575 0.00 0.00 0.04
C 8.097 -0.445 -3.708 -0.02 -0.16 -0.25
C 9.214 -0.738 -4.464 0.17 0.06 0.08
C 9.060 -1.487 -5.622 -0.15 -0.01 0.03
C 7.799 -1.922 -6.010 0.00 -0.03 -0.04
C 6.689 -1.612 -5.235 0.16 0.01 -0.02
C 6.835 -0.871 -4.071 -0.17 0.08 0.14
H 10.187 -0.384 -4.148 -0.02 0.00 0.02
H 9.925 -1.731 -6.223 0.01 0.02 0.01
H 7.683 -2.503 -6.915 0.00 0.00 0.01
H 5.706 -1.949 -5.536 -0.01 -0.01 0.02
H 5.986 -0.626 -3.448 0.01 0.00 0.01
F -1.605 2.192 5.096 -0.11 -0.03 0.04
C -2.788 2.212 5.762 -0.29 -0.01 0.17
C -2.888 2.948 6.923 0.19 0.10 0.04
C -4.101 2.968 7.598 -0.05 -0.08 -0.09
C -5.184 2.250 7.109 -0.06 -0.02 -0.01
C -5.058 1.512 5.940 0.07 0.09 0.08
C -3.851 1.494 5.254 0.07 -0.09 -0.17
H -2.030 3.495 7.290 0.00 -0.01 -0.02
H -4.201 3.545 8.507 0.01 -0.01 0.01
H -6.123 2.267 7.642 0.01 0.00 0.01
H -5.899 0.948 5.561 0.01 0.00 -0.02
H -3.734 0.929 4.338 0.02 -0.01 0.02
F -1.148 3.034 1.527 -0.07 0.00 -0.12
C -0.127 3.821 1.969 0.28 0.26 0.10
C 0.376 4.801 1.136 -0.12 -0.07 -0.23
C 1.411 5.600 1.602 0.04 -0.08 0.13
C 1.926 5.402 2.878 0.02 0.01 -0.01
C 1.405 4.404 3.692 0.03 0.10 -0.20
C 0.365 3.607 3.236 0.01 -0.26 0.14
H -0.040 4.939 0.145 -0.03 0.04 0.03
H 1.814 6.380 0.970 -0.01 0.00 -0.02
H 2.733 6.026 3.236 -0.01 0.00 0.00
H 1.808 4.245 4.683 -0.03 -0.01 0.01
H -0.063 2.829 3.851 0.03 0.06 0.00
F -7.009 2.891 9.776 0.02 0.04 0.00
C -7.715 1.987 10.492 -0.15 -0.19 0.16
C -7.171 1.482 11.655 0.18 0.06 0.05
C -7.900 0.557 12.387 -0.10 0.00 -0.10
C -9.151 0.147 11.946 -0.01 -0.03 0.03
C -9.677 0.666 10.771 0.10 -0.01 0.09
C -8.958 1.598 10.036 -0.05 0.07 -0.17
H -6.191 1.810 11.978 -0.01 0.02 -0.02
H -7.491 0.156 13.305 0.02 0.00 0.00
H -9.716 -0.577 12.518 0.00 0.00 0.00
H -10.650 0.346 10.424 -0.01 0.02 -0.01
H -9.353 2.021 9.122 0.02 0.01 0.00